(1)
{"formula": "C23H51N4O6P", "method": "ωB97M-V with the def2-TZVPD basis set", "homo_lumo_gap_ha": 0.3121, "total_energy_ev": -52206.835, "smiles": "[H]/N=C(\\N)NCCCC[C@@](COCCOCC)(OCP(C)O)[C@@H](CCCCCCCCOC)NO", "de_lowest_kcal_mol": 0.00, "homo_energy_ev": -8.370, "symbols": ["C", "C", "O", "C", "C", "O", "C", "C", "C", "C", "C", "C", "N", "C", "N", "N", "O", "C", "P", "C", "O", "C", "C", "C", "C", "C", "C", "C", "C", "C", "O", "C", "N", "O", "H", "H", "H", "H", "H", "H", "H", "H", "H", "H", "H", "H", "H", "H", "H", "H", "H", "H", "H", "H", "H", "H", "H", "H", "H", "H", "H", "H", "H", "H", "H", "H", "H", "H", "H", "H", "H", "H", "H", "H", "H", "H", "H", "H", "H", "H", "H", "H", "H", "H", "H"], "positions_angstrom": [[0.85494, 3.63439, 2.96885], [1.10504, 4.63170, 1.77904], [2.29845, 5.39927, 1.89690], [3.45972, 4.58716, 2.01475], [3.61871, 3.52551, 0.87577], [3.21117, 2.21525, 1.27742], [3.53141, 1.22974, 0.30889], [2.56544, -0.02664, 0.34551], [3.46245, -1.17118, -0.30942], [2.68460, -2.46347, -0.71062], [3.38434, -3.07069, -2.01274], [2.67887, -2.43080, -3.27178], [1.71484, -3.33871, -3.94703], [0.40621, -3.24910, -3.35551], [0.16698, -3.97853, -2.32314], [-0.63952, -2.41491, -3.90370], [1.46627, 0.12187, -0.55892], [0.80359, 1.38069, -0.43150], [1.24741, 2.62772, -1.81281], [2.27011, 1.71640, -3.10612], [-0.21093, 3.00190, -2.62484], [2.16243, -0.44525, 1.80434], [0.61854, -0.76232, 1.98804], [0.13794, -2.10313, 1.33143], [-1.29201, -2.44689, 1.92177], [-2.32239, -1.26644, 1.62968], [-3.73834, -1.82416, 1.20807], [-4.83350, -0.70752, 1.13825], [-5.91271, -1.01623, 0.03855], [-7.07146, 0.03020, 0.03609], [-7.52087, 0.22511, -1.32192], [-8.62350, 1.12562, -1.35364], [2.89070, -1.66496, 2.29120], [4.04976, -1.19379, 2.96595], [1.65352, 2.86464, 3.07089], [-0.10766, 3.08523, 2.79927], [0.79064, 4.18770, 3.93709], [1.00028, 4.10873, 0.79268], [0.25775, 5.36376, 1.81148], [3.54267, 4.09374, 3.01928], [4.33045, 5.28855, 1.96273], [2.97763, 3.84455, 0.01094], [4.67168, 3.47259, 0.50659], [4.54073, 0.81277, 0.58872], [3.66314, 1.62578, -0.73263], [4.38895, -1.35668, 0.28504], [3.82922, -0.70397, -1.26976], [1.62317, -2.31655, -0.98618], [2.73647, -3.17526, 0.14269], [4.46223, -2.77062, -1.95387], [3.32198, -4.18329, -2.00108], [2.11464, -1.53857, -2.89950], [3.49269, -2.07145, -3.94891], [1.62783, -2.96994, -4.89825], [-0.78712, -3.82153, -1.99299], [-1.55758, -2.68897, -3.56991], [-0.52944, -1.43876, -3.62778], [0.86808, 1.84319, 0.58042], [-0.29565, 1.17373, -0.59650], [2.30632, 0.60871, -2.92611], [1.86242, 1.94238, -4.12192], [3.33889, 2.04939, -3.07496], [-0.60738, 2.18774, -2.97123], [2.38930, 0.33458, 2.58007], [0.48119, -0.88970, 3.10022], [-0.03283, 0.10607, 1.72344], [-0.04711, -1.89270, 0.24767], [0.82151, -2.96153, 1.49448], [-1.73517, -3.34457, 1.41749], [-1.26109, -2.58572, 3.02894], [-1.87854, -0.61572, 0.83720], [-2.44089, -0.62817, 2.54025], [-3.59146, -2.27231, 0.19041], [-4.01239, -2.61311, 1.95093], [-5.38186, -0.69071, 2.11921], [-4.43385, 0.32138, 0.99203], [-5.41574, -0.96526, -0.95813], [-6.34426, -2.03116, 0.18055], [-7.97061, -0.31143, 0.61439], [-6.75225, 1.03005, 0.41890], [-8.46715, 1.96255, -2.07263], [-8.83503, 1.59234, -0.35820], [-9.57229, 0.61196, -1.66520], [2.30566, -2.09525, 3.01351], [4.03364, -1.45697, 3.89140]], "atomic_forces_ev_per_a": [[0.096, 0.012, -0.145], [-1.408, -0.201, 0.711], [-0.076, -0.926, -0.079], [1.101, -0.310, -0.074], [-0.096, 0.546, -0.399], [-0.284, 0.423, -0.346], [0.725, -1.148, 0.621], [2.213, -0.729, -0.368], [-0.828, 0.880, -0.931], [1.220, -0.723, -0.261], [-0.627, 0.490, 0.898], [0.971, 0.071, 1.205], [-0.966, 1.554, -0.680], [-0.819, -1.158, 1.711], [0.405, 0.177, -0.943], [0.893, 0.283, -0.457], [-0.030, 0.699, 0.975], [-1.536, -0.597, -1.112], [0.155, 1.496, -0.240], [0.020, -0.923, 0.167], [1.061, -1.345, 0.710], [-1.393, -0.014, 1.125], [0.666, -0.571, 0.586], [-1.769, 0.779, 0.285], [-0.416, 0.857, -0.577], [-0.002, -0.484, 0.338], [0.985, 0.899, -0.111], [-1.034, -0.725, 0.323], [0.073, 0.743, 0.184], [-0.144, -0.224, -0.423], [-0.223, 0.405, 0.580], [-0.948, 0.381, -0.108], [-0.795, 0.383, -0.121], [1.069, 0.256, -0.015], [-0.538, 0.549, -0.204], [0.710, 0.546, 0.133], [-0.019, -0.363, -0.757], [0.457, 0.343, 0.697], [0.824, -0.409, -0.121], [-0.266, 0.231, -0.788], [-0.794, -0.467, -0.079], [0.625, -0.115, 0.568], [-0.525, 0.168, 0.421], [-0.714, 0.385, -0.277], [-0.543, -0.152, 0.771], [-0.977, -0.116, -0.241], [-0.304, -0.287, 0.732], [0.732, 0.203, 0.499], [-0.124, 0.414, -0.639], [-0.806, -0.381, -0.320], [-0.063, 0.855, -0.295], [0.640, -0.344, -0.319], [-1.008, -0.479, 0.036], [-0.056, -0.331, 0.215], [0.260, 0.113, 0.072], [0.279, -0.253, 0.024], [0.315, -0.182, -0.363], [0.393, -0.251, -0.811], [0.821, 0.183, 0.189], [-0.234, 0.903, -0.290], [0.265, -0.166, 0.837], [-0.992, 0.013, 0.060], [-0.166, 0.229, -0.078], [-0.066, -0.258, -1.094], [0.123, 0.202, -0.822], [0.635, -0.782, -0.038], [0.537, -0.524, 0.732], [-0.266, 0.712, -0.303], [0.674, 0.459, 0.595], [0.107, -0.243, -0.807], [-0.600, -0.396, 0.369], [0.112, -0.392, -0.656], [-0.332, 0.086, 0.852], [0.030, 0.486, -0.776], [0.578, 0.124, -0.661], [0.000, -0.760, -0.063], [-0.434, -0.129, 0.581], [0.415, 0.567, -0.148], [0.900, 0.176, -0.079], [-0.014, -0.716, 0.005], [0.200, -0.648, 0.391], [0.314, -0.378, -0.663], [0.842, 0.194, 0.242], [0.061, 0.203, -0.338], [-0.273, -0.079, -0.016]], "mulliken_charge": [-0.8410, 0.4327, -0.4930, -0.7363, -0.3066, -0.1903, -1.9048, 1.3571, -1.7549, 0.2320, -1.1315, -0.2078, -0.4010, 0.5229, -0.6463, -0.6681, -0.1880, -0.1099, 0.1006, -0.5638, -0.4979, 0.2978, -1.3995, 0.4273, -1.2476, 0.0134, -0.8156, -0.6168, -0.4523, -0.5854, -0.3446, -0.6998, -0.1705, -0.5350, 0.0445, 0.3143, 0.3592, -0.3847, 0.3846, 0.2780, 0.3985, 0.2620, 0.3856, 0.4968, 0.3606, 0.3228, 0.7411, -0.3066, 0.4483, 0.4326, 0.4562, -0.1227, 0.3693, 0.3451, 0.1589, 0.3032, 0.2341, -0.1957, 0.3819, -0.1242, 0.4465, 0.2951, 0.3171, 0.6497, 0.5730, 0.1292, -0.2838, 0.4771, 0.4642, 0.3437, -0.0410, 0.3477, 0.3097, 0.3583, 0.2461, 0.3837, 0.2822, 0.2458, 0.3042, 0.3836, 0.2440, 0.3275, 0.2351, 0.4196, 0.3224]}


(2)
{"formula": "C23H52BN5O9S2", "method": "ωB97M-V with the def2-TZVPD basis set", "homo_lumo_gap_ha": 0.3281, "total_energy_ev": -72917.010, "homo_energy_ev": -8.528, "symbols": ["C", "N", "C", "B", "O", "O", "S", "O", "O", "C", "C", "C", "C", "C", "C", "C", "S", "C", "N", "N", "C", "O", "H", "H", "H", "H", "H", "H", "H", "H", "H", "H", "H", "H", "H", "H", "H", "H", "H", "H", "H", "H", "H", "H", "C", "O", "C", "C", "N", "C", "C", "O", "C", "H", "H", "H", "H", "H", "H", "H", "H", "H", "H", "H", "H", "H", "H", "H", "C", "O", "C", "C", "N", "C", "C", "O", "C", "H", "H", "H", "H", "H", "H", "H", "H", "H", "H", "H", "H", "H", "H", "H"], "positions_angstrom": [[4.54856, 0.28654, 2.28363], [4.76842, 1.70603, 1.94014], [5.36541, 2.40719, 3.12115], [3.55218, 2.40379, 1.61094], [3.63925, 3.69659, 1.08426], [2.26186, 1.84964, 1.78735], [1.57858, 1.35398, 0.37525], [2.38153, 0.23884, -0.05191], [0.16108, 0.73107, 0.89236], [-0.91118, 1.13163, 0.00936], [-1.90150, -0.01894, -0.16881], [-2.56438, -0.42218, 1.15534], [-3.67691, 0.55892, 1.60191], [-3.79853, 0.47942, 3.13454], [-5.09062, 1.10319, 3.69180], [-5.51748, 2.38632, 2.96838], [-4.32823, 3.75101, 3.15036], [-3.98427, 4.11971, 1.46583], [-4.75252, 3.83514, 0.48538], [-4.09583, 4.26685, -0.65978], [-2.99185, 4.76232, -0.27795], [-2.84035, 4.72682, 1.07684], [3.65972, 0.11019, 2.90271], [4.50141, -0.28101, 1.35335], [5.38782, -0.12068, 2.86021], [6.10979, 1.76797, 3.59492], [5.85712, 3.32898, 2.79682], [4.56686, 2.65354, 3.83817], [3.77975, 4.30845, 1.81718], [-1.45164, 1.94542, 0.51056], [-0.53246, 1.44441, -0.96798], [-2.60915, 0.19377, -0.97625], [-1.29479, -0.87546, -0.50002], [-1.77982, -0.40226, 1.92439], [-2.92714, -1.45282, 1.11692], [-4.58631, 0.21178, 1.09657], [-3.43271, 1.56984, 1.26169], [-2.88793, 0.88531, 3.58511], [-3.82142, -0.59013, 3.38409], [-4.89352, 1.37758, 4.73747], [-5.91500, 0.38545, 3.67035], [-5.77700, 2.17790, 1.92908], [-6.45176, 2.73125, 3.42503], [-2.22760, 5.17677, -0.91543], [-5.02342, 3.01528, -5.15873], [-6.31539, 2.48947, -4.91931], [-6.63860, 1.36027, -5.72225], [-6.72886, 0.10603, -4.87513], [-5.41382, -0.30130, -4.39260], [-5.44951, -1.34317, -3.36923], [-6.11401, -1.00673, -2.03565], [-5.42234, -0.03067, -1.27762], [-5.73304, 1.32140, -1.59919], [-4.93991, 3.95011, -4.60635], [-4.24164, 2.33497, -4.80502], [-4.87472, 3.22503, -6.22220], [-5.93289, 1.23255, -6.54810], [-7.62411, 1.55403, -6.15621], [-7.15548, -0.70378, -5.47449], [-7.41624, 0.31837, -4.04620], [-4.94206, 0.50577, -4.00630], [-4.41128, -1.61538, -3.16082], [-5.92825, -2.23317, -3.79070], [-6.09674, -1.91750, -1.42937], [-7.17088, -0.73782, -2.14591], [-6.76729, 1.44284, -1.92919], [-5.04528, 1.70307, -2.35712], [-5.58414, 1.91912, -0.70095], [9.90421, -2.62858, 1.32431], [8.61586, -2.27617, 1.79203], [7.83588, -1.55622, 0.84140], [6.66888, -2.39163, 0.35347], [7.12155, -3.49554, -0.48583], [6.08505, -4.48220, -0.78255], [5.49854, -5.27529, 0.38373], [6.41391, -6.16301, 1.00215], [7.22836, -5.58591, 2.00693], [10.46179, -3.03690, 2.16633], [9.85186, -3.39280, 0.54202], [10.43915, -1.75238, 0.94650], [8.44356, -1.19629, 0.00650], [7.43667, -0.68027, 1.36150], [5.99078, -1.75718, -0.22483], [6.12918, -2.75379, 1.23862], [7.88634, -3.96758, -0.02186], [6.52487, -5.19900, -1.48071], [5.26981, -3.98369, -1.31659], [4.70739, -5.90927, -0.02601], [5.01516, -4.63376, 1.12968], [6.71795, -4.78066, 2.54059], [8.16894, -5.22033, 1.58694], [7.47679, -6.37046, 2.72299]], "atomic_forces_ev_per_a": [[0.425, -0.330, -0.071], [-0.850, -0.483, 1.594], [-0.087, 0.311, -0.713], [0.678, 0.439, -0.834], [-0.301, -0.265, 0.896], [-0.391, -0.680, -0.560], [-0.241, 0.410, -0.456], [0.179, -0.328, -0.027], [0.820, 0.267, 0.231], [-1.323, 0.048, 0.179], [0.984, -0.910, 0.199], [0.190, 0.896, 0.035], [0.463, -1.159, 0.101], [-0.623, -0.368, -0.635], [1.068, 0.727, 0.279], [-1.022, -0.467, 0.206], [0.517, 0.104, -0.350], [-0.330, -0.259, 0.670], [-0.418, 0.019, -0.481], [-0.319, -0.353, -0.461], [0.182, 0.232, 0.088], [0.300, -0.017, 0.150], [-0.026, 0.037, -0.275], [-0.331, -0.056, 0.195], [0.077, 0.270, -0.194], [-0.091, 0.058, -0.023], [-0.066, -0.089, 0.081], [0.423, -0.039, 0.263], [0.052, 0.328, -0.368], [0.326, 0.216, -0.283], [0.063, 0.113, 0.189], [-0.070, 0.168, 0.242], [-0.171, 0.115, -0.143], [-0.037, -0.147, -0.140], [-0.135, 0.160, -0.063], [-0.082, 0.427, 0.138], [-0.171, -0.099, 0.061], [-0.206, 0.144, 0.033], [0.135, 0.159, 0.115], [-0.291, -0.272, -0.023], [0.020, 0.140, -0.087], [0.427, 0.337, -0.026], [0.178, 0.122, -0.054], [0.097, 0.096, 0.321], [-0.145, 0.056, 0.117], [0.255, -0.010, -0.146], [-0.435, -0.034, 0.084], [0.278, 0.104, 0.102], [-0.160, -0.055, 0.030], [0.198, 0.133, -0.072], [0.069, -0.340, 0.112], [-0.231, 0.052, -0.106], [0.292, -0.049, 0.250], [-0.054, -0.031, 0.036], [0.090, 0.014, -0.124], [0.069, -0.047, -0.004], [0.120, 0.005, 0.099], [0.018, -0.014, -0.033], [0.002, -0.016, 0.020], [-0.161, 0.005, -0.106], [-0.003, 0.018, -0.033], [-0.028, -0.059, 0.053], [-0.062, 0.035, 0.009], [0.018, 0.010, 0.001], [0.037, 0.154, -0.073], [0.023, -0.066, -0.105], [-0.155, 0.125, -0.102], [-0.025, -0.055, -0.006], [-0.108, -0.030, 0.162], [0.215, -0.013, -0.209], [-0.371, 0.153, 0.257], [0.233, -0.205, -0.036], [-0.150, 0.050, 0.091], [0.252, -0.035, -0.069], [-0.228, -0.142, -0.216], [-0.045, 0.193, 0.104], [0.083, -0.303, -0.060], [-0.055, 0.006, 0.024], [0.102, 0.070, -0.094], [0.021, -0.037, -0.071], [0.058, -0.142, -0.020], [0.011, 0.028, -0.049], [-0.022, -0.022, 0.001], [-0.083, 0.189, 0.055], [0.020, 0.016, -0.011], [-0.074, -0.040, 0.000], [-0.021, 0.032, 0.070], [0.020, -0.013, 0.003], [0.143, 0.063, 0.056], [0.021, 0.072, -0.067], [-0.002, 0.173, 0.101], [-0.053, -0.019, -0.020]], "mulliken_charge": [-0.9788, 0.2450, -1.0674, 0.6555, -0.5462, -0.4850, 0.3566, -0.5282, -0.2285, -0.4130, -0.6819, -1.2430, 1.5050, -0.9524, -0.8990, -0.4012, -0.2102, 0.5563, -0.1521, -0.4547, -0.0666, -0.3444, 0.3132, 0.2335, 0.4279, 0.3230, 0.3181, 0.3513, 0.2855, 0.0635, 0.6337, 0.2051, 0.4222, 0.4937, 0.4491, 0.0923, -0.8232, 0.3900, 0.3335, 0.3713, 0.3636, 0.0802, 0.5020, 0.4513, -0.7073, -0.3311, -0.8243, -0.1779, -0.2868, -0.8217, -0.5444, -0.2932, -0.0623, 0.2464, 0.2824, 0.3458, 0.4016, 0.3908, 0.4108, 0.1738, 0.0105, 0.3654, 0.4484, 0.4046, 0.3649, 0.3625, 0.0907, -0.2071, -0.7385, -0.3471, -0.6799, -0.2022, -0.3627, -0.7089, -0.4670, -0.4244, -0.5357, 0.2382, 0.3118, 0.3485, 0.4307, 0.2536, 0.4045, 0.1767, 0.1011, 0.3702, 0.4066, 0.3523, 0.3388, 0.2765, 0.1713, 0.2967]}